Record 1
Below is 2 unconnected molecules or ions with the total composition C4H8N2O, with properties calculated with the ωB97M-V functional and the def2-TZVPD basis.

```
! RIJCOSX wB97M-V def2-TZVPD def2/J DEFGRID3
* xyz 0 1
C 0.32 -2.09 0.66
N 0.98 -0.84 0.39
C -0.71 1.03 0.71
N -1.58 0.70 1.40
C 0.25 1.53 -0.32
O 1.33 2.04 -0.11
C -0.36 1.51 -1.67
H 0.18 -2.64 -0.27
H -0.67 -1.90 1.10
H 0.86 -2.70 1.38
H 1.80 -0.97 -0.21
H 1.11 -0.40 1.31
H -1.02 2.38 -1.67
H 0.44 1.66 -2.39
H -0.97 0.60 -1.78
*
```

Calculated values
* HOMO level: -9.66 eV
* E: -341.9195 Eh
* SMILES: CC(=O)C#N.CN
* energy above the lowest of the compared OMol25 structures with the same formula, charge and spin: 220.9 kJ/mol
* orbital gap: 0.3715 Ha

***

Record 2
Below is 9 unconnected molecules or ions with the total composition C49H100F16N9O16S8, with properties calculated with the ωB97M-V functional and the def2-TZVPD basis.

```
! RIJCOSX wB97M-V def2-TZVPD def2/J DEFGRID3
* xyz 1 1
C -8.98 -8.08 3.57
C -10.35 -8.33 4.28
C -11.25 -9.48 3.70
N -12.51 -9.80 4.50
C -13.44 -8.58 4.68
C -14.90 -8.98 5.11
C -15.54 -9.87 4.06
C -14.62 -11.18 3.93
C -13.18 -10.89 3.50
C -12.13 -10.46 5.89
H -8.28 -7.36 3.98
H -9.23 -8.01 2.51
H -8.55 -9.07 3.71
H -10.81 -7.35 4.40
H -9.88 -8.72 5.18
H -10.70 -10.39 3.47
H -11.65 -8.98 2.81
H -13.44 -8.12 3.69
H -12.90 -7.92 5.36
H -15.50 -8.08 5.19
H -14.89 -9.49 6.07
H -15.54 -9.32 3.12
H -16.52 -10.26 4.33
H -15.17 -11.88 3.30
H -14.53 -11.64 4.91
H -13.24 -10.52 2.48
H -12.61 -11.81 3.34
H -11.99 -9.58 6.52
H -11.22 -11.03 5.70
H -12.87 -11.12 6.34
C -15.20 -24.77 8.58
C -15.80 -24.03 7.39
C -15.63 -22.54 7.40
N -15.94 -21.84 6.04
C -15.76 -20.27 6.38
C -15.73 -19.31 5.15
C -14.59 -19.83 4.22
C -14.90 -21.22 3.75
C -14.93 -22.26 4.87
C -17.48 -22.05 5.69
H -15.01 -25.83 8.45
H -15.55 -24.61 9.60
H -14.17 -24.43 8.68
H -16.84 -24.32 7.25
H -15.33 -24.47 6.50
H -14.58 -22.28 7.53
H -16.10 -21.96 8.19
H -14.81 -20.06 6.87
H -16.51 -19.93 7.10
H -15.64 -18.30 5.57
H -16.72 -19.29 4.69
H -13.64 -19.88 4.75
H -14.39 -19.18 3.36
H -14.12 -21.64 3.11
H -15.77 -21.24 3.10
H -13.96 -22.61 5.22
H -15.47 -23.14 4.50
H -17.80 -21.54 4.78
H -17.95 -21.64 6.58
H -17.71 -23.11 5.66
C -10.65 -12.55 -3.57
C -11.57 -13.75 -3.78
C -11.38 -14.49 -5.12
N -11.10 -16.01 -4.98
C -12.48 -16.63 -4.51
C -12.51 -18.17 -4.67
C -12.24 -18.62 -6.12
C -10.92 -18.05 -6.71
C -10.78 -16.49 -6.49
C -9.81 -16.31 -4.22
H -11.15 -11.65 -3.20
H -10.21 -12.35 -4.55
H -9.86 -12.75 -2.84
H -12.63 -13.49 -3.69
H -11.38 -14.38 -2.91
H -10.67 -14.01 -5.79
H -12.26 -14.42 -5.77
H -13.18 -16.00 -5.06
H -12.49 -16.29 -3.48
H -13.52 -18.53 -4.43
H -11.81 -18.73 -4.05
H -13.13 -18.34 -6.69
H -12.27 -19.68 -6.39
H -10.87 -18.21 -7.79
H -10.06 -18.62 -6.34
H -11.54 -15.99 -7.09
H -9.84 -16.07 -6.83
H -8.92 -15.86 -4.65
H -9.67 -17.38 -4.11
H -10.02 -16.07 -3.18
C -0.82 -22.06 2.44
C -0.66 -21.72 0.97
C -0.01 -20.26 0.73
N 0.59 -19.92 -0.71
C -0.20 -20.56 -1.89
C -1.43 -19.75 -2.07
C -1.19 -18.25 -2.43
C -0.55 -17.58 -1.13
C 0.78 -18.34 -0.89
C 2.03 -20.47 -0.81
H -1.60 -21.40 2.83
H 0.03 -22.05 3.12
H -1.20 -23.09 2.44
H -1.59 -21.84 0.42
H 0.02 -22.48 0.58
H 0.77 -20.02 1.46
H -0.78 -19.50 0.73
H -0.34 -21.61 -1.63
H 0.37 -20.65 -2.82
H -2.12 -19.87 -1.23
H -1.93 -20.21 -2.92
H -2.10 -17.67 -2.58
H -0.55 -18.05 -3.29
H -1.30 -17.67 -0.35
H -0.26 -16.56 -1.36
H 1.29 -17.90 -0.03
H 1.38 -18.29 -1.80
H 2.43 -20.40 -1.82
H 1.97 -21.53 -0.56
H 2.81 -20.14 -0.12
C -0.06 -11.82 3.45
C -0.53 -12.21 4.88
C -0.56 -13.70 5.10
N -0.91 -14.05 6.61
C -2.34 -13.50 7.15
C -2.84 -14.16 8.45
C -2.84 -15.70 8.32
C -1.48 -16.20 7.92
C -1.03 -15.57 6.59
C 0.27 -13.67 7.54
H 1.01 -11.97 3.36
H -0.10 -10.75 3.28
H -0.52 -12.37 2.62
H -1.53 -11.86 5.11
H 0.18 -11.77 5.58
H 0.35 -14.16 4.70
H -1.38 -14.07 4.49
H -3.13 -13.62 6.41
H -2.32 -12.42 7.26
H -3.84 -13.76 8.62
H -2.15 -13.80 9.21
H -3.65 -16.14 7.74
H -2.90 -16.18 9.30
H -1.37 -17.27 7.76
H -0.70 -15.89 8.62
H -1.70 -15.87 5.79
H -0.04 -15.91 6.27
H -0.07 -13.95 8.54
H 0.53 -12.61 7.52
H 1.20 -14.18 7.31
N -11.55 -19.31 10.81
S -10.53 -18.58 9.92
O -10.29 -19.12 8.55
O -9.33 -17.98 10.55
F -11.56 -17.32 9.65
S -10.40 -20.36 11.48
O -9.68 -19.82 12.62
O -9.68 -21.32 10.63
F -11.37 -21.45 12.24
N -5.83 -16.73 2.46
S -6.72 -17.91 2.79
O -8.04 -18.02 2.16
O -6.49 -18.43 4.11
F -5.98 -19.11 1.92
S -6.96 -15.54 2.69
O -7.40 -15.38 4.05
O -7.83 -15.14 1.59
F -5.93 -14.35 2.64
C -4.33 -9.22 -3.66
F -5.31 -8.34 -3.77
F -3.09 -8.71 -3.46
F -4.54 -10.03 -2.63
S -4.13 -10.28 -5.36
O -2.83 -10.93 -5.28
O -5.34 -11.11 -5.40
N -4.03 -9.09 -6.62
S -4.90 -9.61 -7.74
O -4.59 -10.95 -8.20
O -6.30 -9.30 -7.56
C -4.40 -8.54 -9.23
F -3.05 -8.24 -9.24
F -4.85 -9.05 -10.34
F -5.04 -7.40 -9.21
C -15.41 -24.73 -1.86
F -15.87 -24.91 -0.59
F -16.44 -24.88 -2.73
F -14.92 -23.50 -1.78
S -14.08 -26.04 -2.21
O -14.55 -27.24 -1.56
O -14.13 -26.27 -3.64
N -12.67 -25.39 -1.38
S -11.64 -25.40 -2.42
O -11.12 -26.78 -2.54
O -11.95 -24.61 -3.64
C -10.25 -24.45 -1.62
F -10.59 -23.20 -1.32
F -9.80 -24.97 -0.50
F -9.22 -24.41 -2.46
*
```

Calculated values
* HOMO level: -8.65 eV
* E: -8406.1114 Eh
* energy above the lowest of the compared OMol25 structures with the same formula, charge and spin: 555.6 kJ/mol
* orbital gap: 0.2270 Ha

***

Record 3
Below is a molecular structure, C8B2InO16, with properties calculated with the ωB97M-V functional and the def2-TZVPD basis.

```
! RIJCOSX wB97M-V def2-TZVPD def2/J DEFGRID3
* xyz 1 1
In 10.71 -0.61 1.68
O 8.76 -6.92 6.97
C 9.65 -6.45 6.36
O 9.85 -6.28 5.09
B 11.08 -5.53 4.81
O 11.73 -5.36 6.11
C 11.01 -5.84 7.09
O 11.24 -5.92 8.23
O 10.72 -4.23 4.17
C 11.50 -4.00 3.16
O 11.58 -3.03 2.46
C 12.35 -5.32 2.91
O 11.99 -6.17 3.85
O 13.15 -5.44 2.05
O 9.23 -4.40 -5.22
C 10.20 -4.16 -4.62
O 10.65 -3.07 -4.09
B 11.88 -3.29 -3.27
O 12.31 -4.67 -3.67
C 11.37 -5.31 -4.28
O 11.28 -6.43 -4.59
O 12.87 -2.27 -3.51
C 13.15 -1.64 -2.36
O 13.88 -0.72 -2.21
C 12.26 -2.29 -1.27
O 11.60 -3.27 -1.83
O 12.27 -2.01 -0.10
*
```

Calculated values
* HOMO level: -12.46 eV
* E: -1748.4461 Eh
* energy above the lowest of the compared OMol25 structures with the same formula, charge and spin: 0.0 kJ/mol
* orbital gap: 0.0488 Ha

***

Record 4
Below is a molecular structure, C29H38EuN2OP2Si, with properties calculated with the ωB97M-V functional and the def2-TZVPD basis.

```
! RIJCOSX wB97M-V def2-TZVPD def2/J DEFGRID3
* xyz 1 7
C -0.64 -4.07 0.69
C 0.13 -3.08 0.08
C -0.42 -2.40 -1.05
C -1.58 -2.86 -1.66
C -2.37 -3.79 -0.98
C -1.91 -4.38 0.20
C -1.96 -2.39 -3.04
C -1.01 -1.37 -3.61
C 0.08 -0.91 -2.87
C 1.09 -0.13 -3.50
C 0.93 0.24 -4.83
C -0.23 -0.10 -5.53
C -1.19 -0.90 -4.92
H -0.23 -4.62 1.54
H -3.35 -4.06 -1.38
H -2.51 -5.13 0.71
H -1.93 -3.27 -3.71
H 1.72 0.81 -5.32
H -0.34 0.22 -6.56
H -2.09 -1.19 -5.47
N 0.15 -1.17 -1.48
Eu 0.28 0.28 -0.02
C 1.54 -2.78 0.54
H 2.15 -2.47 -0.32
H 1.99 -3.66 1.03
C 2.34 0.26 -2.73
H 2.65 -0.57 -2.07
H 3.16 0.50 -3.43
P 1.71 -1.40 1.81
P 2.17 1.77 -1.64
C 1.91 3.07 -2.89
H 1.54 3.97 -2.38
H 2.86 3.30 -3.40
H 1.16 2.75 -3.62
C 3.90 2.08 -1.14
H 4.52 2.31 -2.02
H 3.90 2.94 -0.46
H 4.30 1.21 -0.60
C 1.29 -2.29 3.34
H 2.14 -2.92 3.65
H 1.07 -1.55 4.12
H 0.40 -2.91 3.20
C 3.53 -1.23 1.93
H 3.73 -0.31 2.48
H 3.95 -2.09 2.47
H 3.98 -1.15 0.93
C -3.63 0.29 -1.32
O -2.58 0.71 -1.56
H -2.93 -2.10 -3.11
C -2.81 -1.17 1.90
Si -2.32 0.47 2.69
C -3.87 1.40 3.16
C -1.29 0.09 4.21
N -1.35 1.38 1.55
C -0.84 2.64 1.62
C -0.48 3.29 0.39
C 0.39 4.38 0.40
C 0.83 4.91 1.62
C 0.35 4.39 2.83
C -0.51 3.30 2.84
H -2.00 -1.91 1.97
H -3.09 -1.07 0.84
H -3.68 -1.58 2.44
H -4.74 0.74 3.04
H -3.82 1.71 4.22
H -4.02 2.29 2.55
H -0.30 0.55 4.14
H -1.79 0.48 5.10
H -1.17 -0.99 4.33
H -0.90 2.89 -0.54
H 0.73 4.81 -0.54
H 1.52 5.75 1.62
H 0.66 4.84 3.78
H -0.90 2.90 3.78
*
```

Calculated values
* HOMO level (alpha / beta): -9.69 / -9.72 eV
* E: -2994.9802 Eh
* expectation value of S²: 12.0709
* energy above the lowest of the compared OMol25 structures with the same formula, charge and spin: 0.0 kJ/mol
* orbital gap (alpha / beta): 0.2001 / 0.2508 Ha

***

Record 5
Below is 9 unconnected molecules or ions with the total composition C16H49NO12, with properties calculated with the ωB97M-V functional and the def2-TZVPD basis.

```
! RIJCOSX wB97M-V def2-TZVPD def2/J DEFGRID3
* xyz 0 1
C -3.66 -3.82 -0.88
O -3.18 -2.93 -1.87
C -1.82 -2.46 -1.68
C -1.66 -1.10 -2.53
N -0.18 -0.71 -2.43
H -0.19 -0.46 -1.42
H 0.53 -1.48 -2.76
C 0.11 0.49 -3.27
C 1.61 0.98 -3.02
O 1.91 1.92 -4.01
C 3.03 2.71 -3.68
H -3.74 -3.59 0.06
H -2.98 -4.85 -0.96
H -4.70 -4.21 -1.17
H -1.12 -3.39 -1.94
H -1.87 -2.26 -0.56
H -2.23 -0.31 -2.21
H -1.92 -1.31 -3.64
H -0.54 1.30 -3.03
H -0.05 0.37 -4.30
H 2.35 0.06 -2.97
H 1.71 1.26 -2.06
H 2.73 3.53 -3.00
H 3.53 3.18 -4.35
H 3.72 1.99 -3.34
C -0.17 0.24 0.56
O 0.78 -0.71 0.10
O -0.45 0.18 1.92
O -0.72 0.93 -0.33
H 0.20 -0.37 2.43
C -0.24 -5.52 1.54
C -0.33 -3.97 1.44
O 0.66 -3.49 0.50
H -0.71 -5.74 2.41
H 0.76 -5.72 1.59
H -0.55 -5.97 0.76
H 0.34 -3.87 2.45
H -1.12 -3.36 1.21
H 0.57 -2.41 0.30
C 0.32 5.80 -0.38
C 0.14 4.25 -0.70
O -0.14 3.60 0.46
H 0.93 6.20 0.38
H -0.57 6.34 -0.17
H 0.65 6.32 -1.22
H 0.89 3.91 -1.10
H -0.61 4.24 -1.62
H -0.33 2.74 0.25
C 2.71 2.04 2.04
O 2.32 3.39 1.93
H 2.46 1.58 1.06
H 2.08 1.71 2.82
H 3.93 1.83 2.06
H 1.49 3.43 1.41
C -3.63 2.71 -0.76
O -2.65 2.17 -1.58
H -3.25 2.74 0.34
H -4.65 2.30 -0.57
H -3.81 3.71 -0.62
H -2.05 1.84 -1.12
C 4.35 -1.24 -0.07
O 3.37 -0.48 -0.68
H 4.84 -0.67 0.68
H 4.96 -1.64 -0.67
H 4.08 -2.22 0.46
H 2.60 -0.70 -0.41
C 1.73 -1.21 4.49
O 0.48 -1.60 4.04
H 1.73 -0.76 5.47
H 2.32 -0.35 3.85
H 2.57 -2.08 4.61
H 0.04 -2.09 4.80
C -3.44 -0.73 2.42
O -3.44 0.70 2.54
H -3.22 -1.07 1.43
H -4.51 -1.23 2.51
H -2.77 -1.40 3.18
H -2.31 0.85 2.54
*
```

Calculated values
* HOMO level: -9.05 eV
* E: -1596.1130 Eh
* energy above the lowest of the compared OMol25 structures with the same formula, charge and spin: 916.1 kJ/mol
* orbital gap: 0.3431 Ha

***

Record 6
Below is C6H7N3 in the gas phase, with properties calculated with the ωB97M-V functional and the def2-TZVPD basis.

```
! RIJCOSX wB97M-V def2-TZVPD def2/J DEFGRID3
* xyz 0 1
C -3.01 -0.05 0.31
C -1.97 -0.83 -0.02
C -0.63 -0.23 -0.13
C -0.22 1.08 -0.16
C 1.16 1.07 -0.15
C 1.67 -0.18 -0.14
H -3.99 -0.48 0.38
H -2.88 1.02 0.49
H -2.29 -1.95 -0.29
H -0.95 1.99 -0.43
H 1.67 2.05 -0.55
H 3.52 0.49 1.08
H 0.61 -2.07 -0.47
N 2.93 -0.73 -0.26
N 3.84 -0.22 0.44
N 0.53 -0.99 -0.09
*
```

Calculated values
* HOMO level: -8.17 eV
* E: -396.9667 Eh
* SMILES: [H]/N=N\c1ccc(C=C)[nH]1
* energy above the lowest of the compared OMol25 structures with the same formula, charge and spin: 329.6 kJ/mol
* orbital gap: 0.3004 Ha